The following is a DFT calculation (ωB97M-V/def2-TZVPD) of a structure of composition C29H71GaIN4O2 in a non-equilibrium geometry.

Each line ends with the Löwdin charge.
Geometry (Å):
1 C 6.05574 -4.72596 1.26683  -0.1691
2 C 4.97136 -3.70158 0.94872  -0.4281
3 C 4.06127 -3.36162 2.15858  -0.8108
4 I 3.35243 -5.16260 3.14071  0.6617
5 Ga 5.08646 -2.09347 3.43266  0.3036
6 C 5.89614 -3.02639 5.09369  -0.2278
7 C 7.35257 -2.81160 5.09563  -0.6424
8 O 7.95543 -2.02721 5.80119  0.0458
9 O 8.05574 -3.54564 4.14328  0.0107
10 H 5.66109 -5.72830 1.13247  0.0323
11 H 6.93713 -4.57414 0.65351  0.0657
12 H 6.29773 -4.61609 2.32007  0.0300
13 H 5.44397 -2.75382 0.70768  0.0616
14 H 4.33486 -4.04082 0.13059  0.0801
15 H 3.18062 -2.88712 1.73779  -0.0138
16 H 6.28171 -1.42387 2.58399  -0.0502
17 H 4.11715 -0.92209 3.97373  -0.0959
18 H 5.49637 -2.53158 5.97087  0.0482
19 H 5.65293 -4.08638 5.12647  0.0221
20 H 7.89391 -4.47508 4.30428  0.0865
21 C 1.04984 0.53804 2.08899  -0.0881
22 C 1.81080 0.63265 0.77619  -0.2697
23 N 1.42553 -0.38455 -0.18470  -0.1957
24 C 2.34682 -0.51072 -1.29756  -0.2487
25 C 2.49599 0.67987 -2.25449  -0.0880
26 C 0.01570 -0.43418 -0.51072  -0.2464
27 C -0.64291 0.83743 -1.06563  -0.0819
28 H 1.13119 -0.46346 2.51132  0.0791
29 H 1.47525 1.23851 2.80746  0.0734
30 H -0.00833 0.78718 1.97779  0.0595
31 H 2.87128 0.49644 1.00093  0.1202
32 H 1.70423 1.65540 0.37625  0.0994
33 H 2.06861 -1.39783 -1.87398  0.1100
34 H 3.33117 -0.73584 -0.87673  0.1105
35 H 1.62981 0.79356 -2.90665  0.0508
36 H 3.36394 0.52232 -2.89843  0.0677
37 H 2.65197 1.61685 -1.71926  0.0647
38 H -0.52796 -0.72776 0.39129  0.1025
39 H -0.14456 -1.25716 -1.21213  0.1136
40 H -0.37458 1.72518 -0.49094  0.0659
41 H -1.73064 0.73455 -1.02034  0.0522
42 H -0.38229 1.01208 -2.10934  0.0528
43 C -6.65085 4.41309 -3.42408  -0.0898
44 C -6.14210 3.72305 -2.16685  -0.2774
45 N -5.07908 2.77509 -2.42316  -0.1978
46 C -4.80041 1.90609 -1.29346  -0.2474
47 C -4.27199 2.54700 -0.00464  -0.0778
48 C -3.91937 3.30676 -3.11698  -0.2426
49 C -3.18767 4.50013 -2.48798  -0.0760
50 H -6.94201 3.68003 -4.17726  0.0782
51 H -7.52560 5.01925 -3.18303  0.0694
52 H -5.90379 5.07821 -3.85923  0.0638
53 H -6.97823 3.17546 -1.72290  0.1185
54 H -5.85027 4.49227 -1.43342  0.0810
55 H -4.09946 1.13205 -1.61632  0.1005
56 H -5.72597 1.37236 -1.05368  0.1092
57 H -3.23342 2.85958 -0.10242  0.0501
58 H -4.30880 1.81682 0.80619  0.0740
59 H -4.86616 3.40799 0.30633  0.0562
60 H -4.23224 3.59356 -4.12489  0.1002
61 H -3.21082 2.48874 -3.26570  0.1121
62 H -3.87867 5.28016 -2.16315  0.0608
63 H -2.51569 4.94583 -3.22422  0.0718
64 H -2.57880 4.20680 -1.63455  0.0546
65 C 7.59045 -7.63416 -1.56055  -0.0880
66 C 6.09885 -7.79124 -1.81538  -0.2749
67 N 5.51186 -6.63047 -2.45376  -0.1959
68 C 4.06208 -6.61561 -2.44973  -0.2500
69 C 3.32064 -7.70529 -3.23616  -0.0873
70 C 6.14199 -6.22092 -3.69346  -0.2494
71 C 6.22479 -7.24496 -4.83502  -0.0861
72 H 7.79539 -6.72363 -0.99708  0.0737
73 H 7.95537 -8.48055 -0.97703  0.0720
74 H 8.16322 -7.60686 -2.48928  0.0619
75 H 5.61160 -7.93515 -0.84773  0.1172
76 H 5.93074 -8.71737 -2.39106  0.0994
77 H 3.73272 -5.63556 -2.80527  0.1112
78 H 3.73346 -6.66488 -1.40716  0.1111
79 H 3.38143 -7.54801 -4.31297  0.0514
80 H 2.26207 -7.68753 -2.96921  0.0686
81 H 3.69833 -8.70322 -3.01018  0.0645
82 H 7.15819 -5.89067 -3.46212  0.1007
83 H 5.63147 -5.32353 -4.05090  0.1139
84 H 6.57377 -8.21806 -4.48651  0.0632
85 H 6.93345 -6.89547 -5.58945  0.0681
86 H 5.26690 -7.38519 -5.33401  0.0507
87 C -6.08922 6.82118 0.44767  -0.0926
88 C -7.00630 6.09795 1.42173  -0.2762
89 N -6.49602 6.08509 2.77813  -0.1996
90 C -7.18439 5.14825 3.64712  -0.2496
91 C -8.66850 5.39377 3.94724  -0.0866
92 C -6.19744 7.38598 3.34814  -0.2468
93 C -7.32700 8.42329 3.40937  -0.0835
94 H -5.07654 6.41772 0.49785  0.0788
95 H -6.45797 6.68636 -0.57044  0.0635
96 H -6.04363 7.89426 0.63787  0.0658
97 H -7.09702 5.05805 1.09446  0.1103
98 H -8.01621 6.53398 1.35066  0.1027
99 H -6.63519 5.09022 4.59037  0.1118
100 H -7.08767 4.15655 3.19411  0.1091
101 H -8.81506 6.22923 4.63062  0.0536
102 H -9.09402 4.50972 4.42621  0.0692
103 H -9.24411 5.58328 3.04075  0.0649
104 H -5.37012 7.81998 2.78072  0.1013
105 H -5.79601 7.23041 4.35207  0.1145
106 H -7.87174 8.49148 2.46671  0.0646
107 H -6.90618 9.40980 3.61440  0.0702
108 H -8.04248 8.20832 4.20157  0.0528

Its maximum force is 1.12 eV/Å. Its molar mass is 704.54 g mol⁻¹. The spin multiplicity is 1. As for the charge: -1. The total energy comes out at -3739.4887 Eh.

---

The following is a DFT calculation (ωB97M-V/def2-TZVPD) of a structure of composition C29H74FeN3O11Ti in a non-equilibrium geometry.

Each line ends with the Löwdin spin population.
Geometry (Å):
1 Fe -1.54593 1.16648 0.63523  3.7477
2 Ti -1.82891 -0.13211 -2.37698  2.5406
3 C 0.72693 3.33294 -2.16050  0.0072
4 C 0.83188 1.83962 -1.77301  0.0365
5 C 2.37353 1.57918 -1.44309  0.0029
6 O -0.11964 1.39058 -0.90372  0.0893
7 H 0.85230 3.99813 -1.30616  0.0004
8 H -0.28142 3.52321 -2.52809  0.0031
9 H 1.34096 3.74956 -2.95894  0.0008
10 H 0.61666 1.21078 -2.63693  0.0226
11 H 2.51943 1.94627 -0.42719  0.0008
12 H 3.03547 2.18499 -2.06189  0.0003
13 H 2.64223 0.52480 -1.37832  0.0004
14 C -5.53475 1.32545 0.42200  0.0006
15 C -4.72547 0.34696 -0.47060  0.0109
16 C -5.22365 0.43139 -1.97079  0.0197
17 O -3.28184 0.50452 -0.52642  0.0900
18 H -4.90343 1.86164 1.13054  0.0002
19 H -6.21368 0.77518 1.07343  0.0001
20 H -6.10826 2.09990 -0.08734  0.0002
21 H -4.93835 -0.66168 -0.11644  0.0010
22 H -5.33337 1.44005 -2.36911  0.0008
23 H -6.22801 0.09497 -2.22804  0.0012
24 H -4.58035 -0.19785 -2.58587  0.0107
25 C -3.53240 -1.05461 3.19473  0.0006
26 C -1.99432 -1.08805 3.00819  0.0044
27 C -1.48636 -2.55452 3.17257  0.0021
28 O -1.33512 -0.63912 1.86945  0.0571
29 H -4.06284 -0.17810 3.56686  0.0001
30 H -3.75772 -1.88936 3.85845  0.0000
31 H -4.03036 -1.27860 2.25136  0.0000
32 H -1.63879 -0.60443 3.91803  0.0005
33 H -1.81300 -3.25260 2.40180  0.0003
34 H -1.76389 -3.01384 4.12131  0.0005
35 H -0.40006 -2.46833 3.19739  0.0001
36 C 1.28459 2.02382 2.11217  0.0021
37 O -0.14848 2.00017 2.08543  0.0232
38 C -0.65056 3.04231 2.97510  0.0027
39 C -2.23100 3.02386 2.84372  0.0024
40 N -2.46657 2.91451 1.40699  0.0316
41 C -2.36621 4.23526 0.79220  0.0052
42 C -3.58745 5.12349 0.92476  0.0014
43 O -4.79416 4.48369 0.53647  0.0003
44 C -5.73462 5.29789 -0.02975  0.0001
45 H 1.55766 2.81931 1.41883  0.0003
46 H 1.66684 1.07931 1.72501  0.0000
47 H 1.76649 2.47159 2.98129  0.0007
48 H -0.24277 4.00686 2.67268  0.0001
49 H -0.33254 3.09167 4.01651  0.0004
50 H -2.60631 3.97128 3.23054  0.0010
51 H -2.56765 2.13716 3.38087  0.0000
52 H -3.45958 2.76811 1.29474  0.0021
53 H -2.03064 4.11179 -0.23748  0.0007
54 H -1.44103 4.67798 1.16118  0.0001
55 H -3.38562 6.07333 0.42962  0.0002
56 H -3.75584 5.38178 1.97023  0.0001
57 H -5.99951 6.09218 0.66813  0.0000
58 H -6.60293 4.72905 -0.36227  0.0000
59 H -5.50480 5.76497 -0.98742  0.0000
60 C -3.30503 -2.97079 -4.52751  0.0041
61 O -2.89905 -2.45786 -3.24365  0.0218
62 C -2.31000 -3.43084 -2.34742  0.0033
63 C -1.98829 -2.72458 -1.00283  0.0194
64 N -0.70191 -2.02117 -0.94446  0.0170
65 C 0.37009 -3.01503 -0.69288  0.0012
66 C 1.68767 -2.35563 -0.85237  0.0006
67 O 2.12945 -2.22797 -2.21961  0.0011
68 C 2.78283 -3.31826 -2.70938  0.0005
69 H -2.58217 -2.66470 -5.28374  0.0011
70 H -4.19600 -2.47098 -4.90759  0.0009
71 H -3.28258 -4.05998 -4.56289  0.0003
72 H -1.35085 -3.84880 -2.65311  0.0003
73 H -3.06227 -4.11158 -1.94896  0.0005
74 H -2.13994 -3.35361 -0.12567  0.0025
75 H -2.90252 -2.15921 -0.82216  0.0059
76 H -0.73515 -1.54981 -0.05182  0.0025
77 H 0.27764 -3.86426 -1.36991  0.0004
78 H 0.30423 -3.37622 0.33342  0.0003
79 H 2.47861 -2.96094 -0.40952  0.0000
80 H 1.59932 -1.38407 -0.36620  0.0002
81 H 2.89899 -3.07550 -3.76564  0.0003
82 H 2.22263 -4.22947 -2.49966  0.0000
83 H 3.78619 -3.51190 -2.33007  0.0000
84 C 9.22379 -2.70419 0.92044  0.0000
85 O 8.54371 -1.47794 1.19232  0.0000
86 C 7.17040 -1.61806 1.05150  0.0000
87 C 6.56643 -2.62167 2.08714  0.0000
88 N 7.01889 -2.43704 3.43540  0.0000
89 C 6.48395 -1.25018 4.21714  0.0000
90 C 4.93232 -1.33965 4.18439  0.0000
91 O 4.28155 -0.94414 2.99942  0.0000
92 C 2.88517 -1.13315 3.05829  0.0000
93 H 8.77059 -3.52022 0.35758  0.0000
94 H 9.29973 -3.31130 1.82253  0.0000
95 H 10.23390 -2.52122 0.55397  0.0000
96 H 6.85555 -1.97428 0.07065  0.0000
97 H 6.64577 -0.67286 1.19097  0.0000
98 H 6.75312 -3.62984 1.71724  0.0000
99 H 5.48527 -2.68136 1.96210  0.0000
100 H 7.99973 -2.22408 3.32271  0.0000
101 H 6.73778 -0.26032 3.83788  0.0000
102 H 6.95210 -1.21187 5.20074  0.0000
103 H 4.46379 -0.66673 4.90255  0.0000
104 H 4.58963 -2.33677 4.46083  0.0000
105 H 2.49745 -1.67749 3.91937  0.0000
106 H 2.64470 -1.61657 2.11141  0.0000
107 H 2.44419 -0.13662 3.08197  0.0000
108 C 0.40908 -0.77010 -4.92174  0.0158
109 O -0.29755 -1.17664 -3.81934  0.0516
110 H 0.97962 0.14903 -4.78841  0.0039
111 H 1.07331 -1.62717 -5.03283  0.0011
112 H -0.24142 -0.56680 -5.77240  0.0031
113 H 0.29097 -1.43030 -3.10456  0.0042
114 C -2.68405 2.53246 -4.42690  0.0222
115 O -2.63875 1.11346 -4.41534  0.0654
116 H -3.38638 2.74474 -5.23299  0.0024
117 H -2.88083 2.95084 -3.43982  0.0046
118 H -1.66194 2.75782 -4.73118  0.0063
119 H -2.16868 0.79918 -5.19114  0.0068

Its maximum force is 3.25 eV/Å. Its molar mass is 744.63 g mol⁻¹. The spin multiplicity is 8. The total energy comes out at -4254.0177 Eh.

---

> Among the records above, which one has the lowest maximum force?

C29H71GaIN4O2

---

> Which of these has the highest maximum force?

C29H74FeN3O11Ti

---

> Which formula does entry 1 have?

C29H71GaIN4O2